{
  "formula": "C28H22ClNOPRuS",
  "method": "the ωB97M-V functional and the def2-TZVPD basis",
  "charge": 0,
  "max_force_ev_per_a": 0.4,
  "multiplicity": 2,
  "s2": 0.754,
  "e_tot_ha": -2504.6948,
  "relative_energy_kj_mol": 219.2,
  "species": ["Ru", "O", "N", "C", "C", "C", "C", "C", "S", "H", "H", "H", "H", "C", "C", "C", "C", "C", "C", "P", "C", "C", "C", "C", "C", "C", "C", "C", "C", "C", "C", "C", "C", "C", "C", "C", "H", "H", "H", "H", "H", "H", "H", "H", "H", "H", "H", "H", "H", "H", "H", "H", "Cl", "C", "H", "H"],
  "positions_angstrom": [[0.6308, 0.1881, 0.4462], [-0.1156, 1.7962, 1.5846], [0.0696, 1.7293, 2.9013], [-0.6256, 2.6163, 3.6523], [-0.4986, 2.6495, 5.0097], [0.3722, 1.7401, 5.6232], [1.0638, 0.8498, 4.8472], [0.9198, 0.8278, 3.4468], [1.7697, -0.2897, 2.4532], [-1.2636, 3.2652, 3.0728], [-1.0700, 3.3671, 5.5790], [0.4948, 1.7369, 6.6976], [1.7426, 0.1294, 5.2808], [-3.8027, 3.0266, -3.3592], [-4.1751, 1.7544, -2.9461], [-3.2501, 0.9293, -2.3246], [-1.9475, 1.3775, -2.1107], [-1.5815, 2.6562, -2.5224], [-2.5073, 3.4775, -3.1482], [-0.7108, 0.3072, -1.3529], [-1.3922, -0.5122, 0.0775], [-0.6463, -1.6378, 0.5386], [-0.9253, -2.1361, 1.8585], [-1.8606, -1.5535, 2.6459], [-2.6204, -0.4447, 2.1633], [-2.3990, 0.0657, 0.9286], [-0.0728, -0.8374, -2.5728], [-0.6140, -1.1201, -3.7984], [0.0765, -1.9857, -4.6705], [1.2814, -2.5173, -4.2991], [1.8661, -2.2280, -3.0415], [3.1247, -2.7463, -2.6522], [3.6353, -2.4088, -1.4328], [2.9209, -1.5694, -0.5454], [1.6897, -1.0277, -0.8495], [1.1745, -1.3738, -2.1499], [-4.5258, 3.6693, -3.8445], [-5.1861, 1.4042, -3.1091], [-3.5375, -0.0644, -2.0016], [-0.5723, 3.0083, -2.3452], [-2.2190, 4.4706, -3.4667], [-0.1908, -2.3192, -0.1659], [-0.3813, -3.0064, 2.2023], [-2.0587, -1.9427, 3.6364], [-3.3862, -0.0108, 2.7947], [-2.9682, 0.9151, 0.5724], [-1.5528, -0.6739, -4.1046], [-0.3446, -2.2166, -5.6405], [1.8185, -3.1689, -4.9792], [3.6648, -3.3987, -3.3277], [4.6008, -2.7956, -1.1273], [3.3706, -1.3582, 0.4177], [6.7755, -0.6271, 3.4174], [5.5848, -0.6671, 2.2116], [5.0250, -1.5788, 2.1020], [5.3299, 0.2588, 1.7268]],
  "forces_ev_per_a": [[-0.4, -0.1, -0.2], [0.1, -0.1, 0.2], [0.0, 0.0, 0.0], [0.0, 0.0, 0.0], [0.0, 0.0, 0.0], [0.0, 0.0, 0.0], [0.0, 0.0, 0.0], [0.1, -0.1, 0.1], [-0.1, 0.1, -0.2], [0.0, 0.0, 0.0], [0.0, 0.0, 0.0], [0.0, 0.0, 0.0], [0.0, 0.0, 0.0], [0.0, 0.0, 0.0], [0.0, 0.0, 0.0], [0.0, 0.0, 0.0], [0.0, 0.0, 0.0], [0.0, 0.0, 0.0], [0.0, 0.0, 0.0], [0.1, 0.0, 0.1], [0.0, -0.1, 0.0], [0.1, 0.2, 0.0], [0.0, 0.0, 0.0], [0.0, 0.0, 0.0], [0.0, 0.0, 0.0], [0.0, 0.0, 0.0], [0.0, 0.0, 0.0], [0.0, 0.0, 0.0], [0.0, 0.0, 0.0], [0.0, 0.0, 0.0], [0.0, 0.0, 0.0], [0.0, 0.0, 0.0], [0.0, 0.0, 0.0], [0.0, 0.0, 0.0], [0.1, 0.0, 0.1], [0.0, 0.0, 0.0], [0.0, 0.0, 0.0], [0.0, 0.0, 0.0], [0.0, 0.0, 0.0], [0.0, 0.0, 0.0], [0.0, 0.0, 0.0], [0.0, 0.0, 0.0], [0.0, 0.0, 0.0], [0.0, 0.0, 0.0], [0.0, 0.0, 0.0], [0.0, 0.0, 0.0], [0.0, 0.0, 0.0], [0.0, 0.0, 0.0], [0.0, 0.0, 0.0], [0.0, 0.0, 0.0], [0.0, 0.0, 0.0], [0.0, 0.0, 0.0], [0.0, 0.0, 0.0], [0.0, 0.0, 0.0], [0.0, 0.0, 0.0], [0.0, 0.0, 0.0]],
  "lowdin_spin": [0.00, 0.00, 0.00, 0.00, 0.00, 0.00, 0.00, 0.00, 0.00, 0.00, 0.00, 0.00, 0.00, 0.00, 0.00, 0.00, 0.00, 0.00, 0.00, 0.00, 0.00, 0.00, 0.00, 0.00, 0.00, 0.00, 0.00, 0.00, 0.00, 0.00, 0.00, 0.00, 0.00, 0.00, 0.00, 0.00, 0.00, 0.00, 0.00, 0.00, 0.00, 0.00, 0.00, 0.00, 0.00, 0.00, 0.00, 0.00, 0.00, 0.00, 0.00, 0.00, 0.19, 0.72, 0.04, 0.04]
}

---

{
  "formula": "C7H8N3P",
  "method": "the ωB97M-V functional and the def2-TZVPD basis",
  "charge": 0,
  "max_force_ev_per_a": 5.6,
  "multiplicity": 3,
  "s2": 2.012,
  "e_tot_ha": -776.8692,
  "species": ["C", "C", "C", "C", "C", "C", "C", "N", "N", "N", "P", "H", "H", "H", "H", "H", "H", "H", "H"],
  "positions_angstrom": [[-0.2739, 1.5350, 0.9342], [0.3249, 0.8980, 2.0802], [-1.3697, 0.8267, 0.5923], [-0.3799, -0.1999, 2.4613], [0.3627, -0.8079, -1.8655], [-1.5461, -0.3939, 1.4898], [1.2672, 0.0925, -2.6134], [0.1336, -1.2279, -0.7793], [-0.2906, -2.0678, 0.0288], [-1.4343, -1.7718, 0.8983], [-2.6007, -2.8487, 0.8313], [0.1465, 2.4623, 0.5382], [1.2576, 1.1797, 2.6877], [-2.1151, 0.8165, -0.2156], [-0.1611, -0.8013, 3.2697], [-2.5484, -0.4088, 1.9713], [2.1775, 0.3055, -2.1257], [0.7909, 1.0927, -2.5085], [1.4171, -0.3924, -3.6329]],
  "forces_ev_per_a": [[-0.8, 0.4, -0.5], [1.3, -1.6, 2.9], [-0.7, -1.1, -1.0], [-0.3, 2.3, -2.0], [0.8, 0.6, -0.3], [1.1, -0.6, 1.0], [-1.3, -0.3, -0.5], [-1.8, -0.4, -0.3], [0.2, -1.1, 1.8], [3.4, 4.3, -1.3], [-2.7, -2.5, -0.1], [-0.5, -0.4, -0.2], [-1.5, 0.0, -1.4], [0.7, 1.0, 0.1], [0.3, -1.3, 1.4], [0.6, 0.3, -0.1], [1.5, -0.5, 0.6], [-0.1, -0.6, -1.2], [-0.2, 1.5, 1.1]],
  "lowdin_spin": [0.01, 0.00, 0.01, 0.01, 0.07, 0.05, 0.02, 0.01, 0.00, 0.39, 1.41, 0.00, 0.00, 0.00, 0.00, 0.02, 0.00, 0.00, 0.00]
}

---

{
  "formula": "C25H54N4O8",
  "method": "the ωB97M-V functional and the def2-TZVPD basis",
  "charge": 0,
  "max_force_ev_per_a": 1.1,
  "e_tot_ha": -1805.7504,
  "relative_energy_kj_mol": 0.0,
  "species": ["C", "C", "C", "O", "C", "C", "C", "C", "O", "C", "O", "O", "C", "C", "N", "C", "O", "C", "C", "H", "H", "H", "H", "H", "H", "H", "H", "H", "H", "H", "H", "H", "H", "H", "H", "H", "H", "H", "H", "H", "C", "C", "C", "O", "C", "N", "H", "H", "H", "H", "H", "H", "H", "H", "H", "H", "H", "C", "C", "C", "O", "C", "N", "H", "H", "H", "H", "H", "H", "H", "H", "H", "H", "H", "C", "C", "C", "O", "C", "N", "H", "H", "H", "H", "H", "H", "H", "H", "H", "H", "H"],
  "positions_angstrom": [[-1.1522, 0.8685, -4.1519], [-0.3533, -0.0096, -4.3064], [0.6588, -1.0670, -4.5773], [1.3930, -0.8512, -5.7010], [0.8396, -1.3115, -6.9446], [-0.3448, -0.4919, -7.4640], [-0.2928, -0.3071, -8.9803], [-0.6765, -1.5857, -9.7517], [-0.0903, -2.3274, -4.5485], [-0.4836, -2.3914, -3.2362], [-1.4682, -2.9120, -2.8359], [0.4396, -1.7660, -2.4531], [1.4993, -1.3310, -3.3130], [2.5499, -2.4577, -3.5253], [2.1990, -3.8125, -3.1595], [2.2182, -0.0578, -2.8726], [2.5049, -0.0645, -1.4948], [1.4702, 0.4870, -0.6808], [1.2263, -0.4313, 0.5120], [-1.8975, 1.5995, -3.9268], [1.6658, -1.2179, -7.6518], [0.6075, -2.3749, -6.8752], [-0.3777, 0.4743, -6.9596], [-1.2725, -1.0106, -7.2005], [0.7160, -0.0100, -9.2799], [-0.9750, 0.4951, -9.2673], [-0.4244, -2.4833, -9.1851], [-0.1381, -1.6266, -10.7004], [-1.7390, -1.5954, -9.9949], [3.4164, -2.1835, -2.9205], [2.8858, -2.4269, -4.5646], [1.3034, -4.1238, -3.5018], [2.2810, -3.9762, -2.1684], [3.1716, -0.0346, -3.4063], [1.6704, 0.8464, -3.1526], [0.5442, 0.5736, -1.2567], [1.7787, 1.4789, -0.3351], [2.1926, -0.7678, 0.8880], [0.6099, -1.2683, 0.1856], [0.7131, 0.1086, 1.3097], [-5.6332, 0.8789, 0.0126], [-4.9251, 0.3453, -1.2291], [-3.4041, 0.5317, -1.2148], [-2.9556, 1.8539, -1.4644], [-3.0196, 2.7394, -0.3639], [-5.5518, 0.9280, -2.4187], [-5.7505, 1.9622, -0.0248], [-6.6332, 0.4518, 0.0813], [-5.0895, 0.6209, 0.9233], [-5.0951, -0.7350, -1.2659], [-2.9842, -0.0694, -2.0257], [-2.9700, 0.1555, -0.2788], [-2.8019, 2.2215, 0.5753], [-3.9934, 3.2289, -0.2894], [-2.2657, 3.5103, -0.5226], [-5.1835, 0.4784, -3.2517], [-5.2523, 1.8965, -2.4913], [2.6101, -3.0689, 6.1872], [1.3031, -2.3223, 5.9383], [1.1073, -1.8580, 4.4883], [1.8834, -0.7324, 4.1091], [3.2329, -1.0161, 3.7865], [1.1973, -1.2070, 6.8799], [3.4546, -2.3848, 6.2703], [2.5494, -3.6167, 7.1271], [2.8210, -3.7839, 5.3895], [0.4845, -3.0171, 6.1513], [0.0686, -1.5363, 4.3771], [1.2701, -2.6817, 3.7801], [3.3322, -1.9864, 3.2909], [3.8754, -0.9928, 4.6697], [3.5787, -0.2406, 3.1024], [0.2762, -0.7846, 6.7966], [1.8288, -0.4812, 6.5517], [1.3897, 4.4743, 6.1787], [1.2246, 3.2144, 5.3353], [-0.1589, 2.5635, 5.4313], [-0.3998, 1.8511, 6.6276], [-0.7851, 2.6206, 7.7489], [2.2961, 2.2704, 5.6622], [1.5557, 4.2352, 7.2294], [2.2579, 5.0375, 5.8379], [0.5135, 5.1216, 6.1055], [1.3500, 3.5010, 4.2860], [-0.2220, 1.8139, 4.6378], [-0.9613, 3.2939, 5.2560], [-1.4234, 3.4598, 7.4548], [0.0790, 2.9991, 8.3002], [-1.3482, 1.9660, 8.4131], [2.2573, 1.4851, 5.0163], [2.0867, 1.8662, 6.5714]],
  "forces_ev_per_a": [[-0.2, -0.1, 0.3], [0.2, 0.3, -0.6], [-0.3, -0.2, 0.6], [0.0, -0.6, 0.1], [0.1, 0.2, -0.6], [-0.2, -0.2, 0.1], [-0.1, -0.4, -0.1], [0.2, 0.3, -0.1], [-0.4, 0.4, -0.1], [0.3, -0.1, 0.2], [0.0, -0.1, 0.0], [-0.1, 0.0, 0.0], [0.5, 0.5, -0.8], [0.1, -0.1, 0.3], [0.2, 0.0, -0.2], [-0.1, 0.1, 0.5], [0.0, 0.0, -0.1], [-0.2, -0.2, 0.4], [0.0, 0.3, -0.3], [0.1, 0.0, 0.0], [0.1, 0.1, 0.2], [0.0, 0.0, 0.2], [0.2, 0.0, 0.0], [0.0, 0.2, 0.0], [0.0, 0.2, 0.1], [0.1, 0.1, 0.0], [-0.1, 0.0, -0.1], [-0.1, -0.1, 0.0], [0.0, -0.1, 0.2], [0.0, 0.0, 0.0], [-0.1, 0.1, 0.0], [0.0, -0.1, 0.0], [-0.2, 0.0, 0.0], [0.0, 0.0, 0.0], [-0.1, -0.1, 0.0], [0.1, 0.2, 0.0], [0.0, 0.0, -0.1], [-0.1, -0.1, 0.1], [0.2, -0.2, 0.2], [0.0, -0.1, 0.0], [0.0, -0.1, 0.0], [-0.1, 0.2, 0.0], [0.1, -0.2, -0.1], [0.0, 0.0, 0.0], [0.1, 0.1, -0.1], [0.2, 0.0, -0.1], [0.0, 0.0, 0.0], [0.0, 0.0, 0.0], [0.0, 0.0, 0.0], [0.1, 0.0, 0.0], [0.0, 0.0, 0.0], [0.0, 0.1, 0.0], [0.0, 0.0, 0.0], [0.0, 0.0, 0.1], [0.0, 0.0, 0.0], [-0.1, -0.1, 0.0], [-0.1, 0.0, 0.0], [0.0, -0.1, 0.0], [0.2, 0.1, 0.0], [-0.2, 0.0, 0.0], [0.1, -0.1, 0.0], [0.1, 0.2, -0.1], [-0.1, 0.0, -0.1], [0.0, 0.0, 0.0], [0.0, 0.0, 0.0], [0.0, 0.0, 0.0], [0.0, 0.0, -0.1], [0.0, 0.0, 0.0], [0.1, 0.0, 0.0], [0.0, 0.0, 0.0], [0.0, -0.1, 0.0], [0.0, 0.0, 0.0], [0.0, 0.0, 0.1], [0.0, 0.0, 0.1], [0.0, 0.1, 0.0], [0.1, 0.0, 0.2], [-0.1, -0.1, -0.2], [0.0, -0.1, 0.1], [0.0, -0.1, 0.0], [-0.1, -0.1, -0.1], [0.0, 0.0, 0.0], [0.0, 0.0, 0.0], [0.0, 0.0, 0.0], [0.0, 0.0, 0.0], [0.0, 0.0, 0.0], [0.1, 0.1, 0.1], [0.0, 0.0, 0.0], [0.0, 0.1, 0.0], [0.0, 0.0, 0.0], [0.0, 0.0, 0.0], [0.1, 0.1, 0.0]],
  "mulliken_charge": [-0.90, -0.86, 1.29, -0.46, -0.57, -0.42, -0.66, -1.11, -0.50, 0.22, -0.55, -0.32, 2.19, -1.22, -0.66, -1.47, -0.42, 0.07, -1.07, 0.72, 0.51, 0.32, 0.27, 0.31, 0.36, 0.35, 0.30, 0.34, 0.31, 0.47, 0.35, 0.28, 0.31, 0.47, 0.49, 0.00, 0.47, 0.19, 0.22, 0.40, -1.43, 0.20, -0.29, -0.33, -0.79, -0.73, 0.30, 0.36, 0.33, 0.44, 0.06, 0.39, 0.34, 0.24, 0.25, 0.28, 0.32, -1.50, 0.26, -0.78, 0.00, -1.06, -0.72, 0.28, 0.37, 0.35, 0.48, 0.31, 0.42, 0.44, 0.34, 0.29, 0.30, 0.27, -1.55, 0.34, -0.55, -0.30, -0.73, -0.71, 0.30, 0.38, 0.36, 0.42, 0.16, 0.46, 0.32, 0.26, 0.25, 0.18, 0.38]
}

---

{
  "formula": "CHCl3",
  "method": "the ωB97M-V functional and the def2-TZVPD basis",
  "charge": 0,
  "max_force_ev_per_a": 2.5,
  "e_tot_ha": -1419.2640,
  "relative_energy_kj_mol": 20.7,
  "species": ["C", "H", "Cl", "Cl", "Cl"],
  "positions_angstrom": [[0.0425, -0.0059, 0.4037], [0.0867, 0.0484, 1.4459], [-1.3024, -1.0318, -0.0704], [1.5883, -0.5429, -0.0809], [-0.3060, 1.5740, -0.0762]],
  "forces_ev_per_a": [[-0.7, -0.6, 0.2], [-0.2, -0.4, 1.6], [0.0, -0.7, -0.1], [1.2, -0.7, -0.8], [-0.2, 2.3, -0.9]],
  "nbo_charge": [-0.33, 0.22, 0.01, 0.05, 0.05]
}